# 1
The following is a quantum chemistry calculation of C30H52BrN3P2SV as an isolated structure in a non-equilibrium geometry, from the OMol25 dataset.

## Properties
Lowest unoccupied orbital energy (spin up / spin down) (eV): -5.306 / -8.719
ΔE to the lowest compared entry with this formula, charge and spin (kJ/mol): 0.0
HOMO energy (spin up / spin down) (hartree): -0.439 / -0.441
Net charge: +2
Orbital gap (spin up / spin down) (eV): 6.634 / 3.293
Spin multiplicity: 4

Geometry as XYZ:
```
90
Properties=species:S:1:pos:R:3:forces:R:3:mulliken_charge:R:1
N 8.542 -3.643 -5.273 -0.1 0.0 -0.1 -0.574
C 7.403 -4.078 -5.822 -0.1 0.2 0.5 -0.287
C 6.146 -3.820 -5.264 0.2 0.4 0.6 -0.510
C 6.047 -3.043 -4.080 1.5 -0.2 -0.5 0.718
C 7.270 -2.591 -3.519 0.1 -0.3 -0.5 -0.435
C 8.482 -2.919 -4.151 -0.7 -0.1 0.0 -0.341
C 4.758 -2.701 -3.487 -0.2 0.9 0.6 -0.127
V -0.381 -0.670 0.095 -0.4 1.4 -2.9 -0.127
P -2.688 5.409 0.621 1.8 -2.9 -0.4 0.367
C 4.573 -1.723 -2.552 0.7 -1.2 -1.2 -0.670
C 3.269 -1.350 -2.056 -0.6 0.4 0.1 1.194
C 3.077 -0.048 -1.538 -0.1 0.0 -0.2 -0.981
C 1.788 0.412 -1.256 0.8 -0.6 -0.8 -0.727
C 0.721 -0.446 -1.534 -0.6 -1.2 1.8 0.877
C 0.881 -1.808 -1.884 1.5 0.7 -0.6 -0.472
C 2.181 -2.225 -2.194 -0.2 -0.1 -0.1 -0.901
Br -1.313 1.441 -0.497 -0.9 0.9 0.5 -0.458
H 3.906 -3.234 -3.921 0.2 0.2 0.3 0.206
H 5.416 -1.103 -2.249 -0.1 -0.2 0.0 0.238
H 5.264 -4.216 -5.754 0.0 0.1 0.1 0.352
H 7.309 -2.006 -2.598 -0.1 -0.2 -0.3 0.292
H 7.494 -4.662 -6.745 0.0 0.2 0.4 0.353
H 9.444 -2.587 -3.738 -0.5 -0.1 -0.1 0.353
H 3.946 0.618 -1.454 -0.4 -0.3 0.1 0.365
H 2.368 -3.227 -2.598 -0.2 0.4 0.3 0.270
H 1.622 1.433 -0.919 0.0 -0.2 0.0 0.605
H 0.052 -2.495 -2.035 0.1 0.2 0.2 0.328
P 0.576 -0.336 2.150 0.5 -0.2 0.8 1.300
C -2.708 4.720 -1.083 -1.0 0.6 -0.4 -0.080
C -2.856 5.824 -2.142 0.0 0.1 -0.3 -1.314
H -3.545 4.010 -1.150 0.2 0.2 0.1 0.444
H -1.777 4.156 -1.239 -0.1 0.1 0.4 0.086
H -3.107 5.382 -3.114 0.1 0.1 0.2 0.384
H -3.652 6.531 -1.878 0.1 -0.2 -0.1 0.380
H -1.924 6.391 -2.260 -0.2 -0.1 0.0 0.337
C -0.901 5.567 0.984 0.0 1.2 0.0 0.082
C -0.638 6.618 2.067 0.2 0.2 0.3 -1.259
H -0.411 5.862 0.045 -0.1 -0.1 0.2 0.449
H -0.513 4.582 1.276 -0.4 0.0 -0.1 -0.148
H 0.425 6.875 2.102 -0.2 -0.1 0.0 0.381
H -1.196 7.540 1.872 0.2 -0.1 0.0 0.375
H -0.926 6.258 3.060 0.0 0.0 -0.1 0.343
C -3.235 4.035 1.714 -0.6 0.9 0.6 0.107
C -4.746 4.083 1.939 -0.3 -0.1 0.1 -1.335
H -2.701 4.161 2.667 -0.1 0.0 -0.2 0.413
H -2.921 3.086 1.262 0.2 0.3 -0.3 -0.090
H -5.041 3.362 2.703 0.0 0.0 -0.1 0.377
H -5.076 5.070 2.275 0.1 -0.1 0.0 0.396
H -5.292 3.843 1.024 0.0 0.0 0.0 0.349
C -0.568 -0.694 3.541 -0.3 0.0 0.0 0.396
C 0.051 -1.466 4.707 0.0 -0.1 0.3 -1.286
H -1.438 -1.229 3.127 0.4 0.2 0.2 -0.579
H -0.937 0.291 3.868 0.1 -0.3 0.0 0.539
H 0.201 -2.526 4.458 0.0 0.3 0.0 0.295
H 1.016 -1.045 5.020 -0.3 -0.1 0.0 0.325
H -0.623 -1.422 5.573 0.2 -0.1 -0.2 0.432
C 1.035 1.421 2.360 0.0 0.3 0.1 -0.011
C 2.531 1.720 2.303 0.2 0.3 0.1 -1.371
H 0.600 1.725 3.323 0.3 0.1 -0.2 0.587
H 0.494 1.972 1.573 0.2 -0.2 0.3 -0.280
H 3.071 1.243 3.129 -0.1 0.1 -0.2 0.365
H 2.990 1.409 1.356 -0.2 0.0 0.2 0.230
H 2.679 2.802 2.396 0.1 -0.2 0.0 0.425
C 2.071 -1.362 2.279 0.4 0.5 0.5 -0.622
C 1.852 -2.866 2.083 0.1 -0.4 -0.1 -1.198
H 2.505 -1.135 3.266 0.2 -0.2 -0.4 0.511
H 2.760 -0.973 1.510 -0.2 0.0 0.3 0.376
H 2.556 -3.253 1.337 -0.2 0.1 0.2 0.285
H 2.039 -3.419 3.013 -0.1 0.2 -0.2 0.362
H 0.843 -3.130 1.732 0.2 0.1 0.1 0.169
C -2.736 -1.606 -2.011 0.3 0.1 -0.2 -1.304
N -3.705 -1.973 -0.989 0.1 -0.1 0.9 0.217
C -5.039 -1.399 -1.105 -0.6 -0.1 -0.3 -1.187
C -3.282 -2.494 0.171 -0.2 0.2 0.0 0.152
S -1.563 -2.510 0.524 -1.3 -1.8 0.8 -0.381
N -4.159 -3.016 1.059 0.7 0.1 -0.8 0.164
C -5.395 -3.686 0.626 -0.5 -0.1 -0.1 -1.170
C -3.696 -3.392 2.394 0.1 0.0 0.3 -0.949
H -3.294 -1.272 -2.886 0.2 -0.2 0.0 0.550
H -2.106 -2.467 -2.255 -0.2 0.2 -0.1 0.335
H -2.098 -0.770 -1.678 -0.4 -0.3 -0.3 0.392
H -5.759 -2.155 -1.438 0.0 0.3 0.0 0.353
H -5.381 -0.964 -0.157 0.2 -0.2 -0.2 0.394
H -5.003 -0.610 -1.857 0.0 -0.1 0.2 0.423
H -5.553 -4.554 1.280 0.1 0.3 -0.3 0.499
H -6.271 -3.027 0.719 0.3 -0.2 0.0 0.312
H -5.328 -4.049 -0.407 0.1 0.2 0.3 0.386
H -2.944 -4.189 2.328 -0.2 0.1 0.1 0.371
H -3.263 -2.522 2.897 -0.1 -0.3 0.0 0.119
H -4.566 -3.745 2.960 0.3 0.2 -0.1 0.486
```
Forces are in eV/Å.

# 2
The following is a quantum chemistry calculation of C30H52ClN3O7P2Si2Sn as an isolated structure in a non-equilibrium geometry, from the OMol25 dataset.

## Properties
Lowest unoccupied orbital energy (eV): -1.974
ΔE to the lowest compared entry with this formula, charge and spin (kJ/mol): 54.4
HOMO energy (hartree): -0.244
Net charge: 0
Orbital gap (eV): 4.652
Spin multiplicity: 1

Geometry as XYZ:
```
98
Properties=species:S:1:pos:R:3:forces:R:3:mulliken_charge:R:1
Sn -0.734 -0.344 0.747 0.6 -0.1 -0.4 1.131
C 2.110 -0.953 -1.575 -0.1 -0.3 0.2 0.414
C 1.111 -0.489 -2.475 -0.2 -0.4 -0.3 0.031
C 1.083 0.930 -2.330 0.0 0.1 0.6 -0.603
Si 0.068 -1.636 -3.547 0.9 1.2 0.9 -0.228
C 2.007 1.299 -1.316 -0.5 -0.2 0.0 -0.777
C 2.629 0.121 -0.810 0.4 -0.1 0.3 0.292
Si 3.861 -0.107 0.601 -1.2 0.1 -1.1 0.092
H 2.482 -1.984 -1.523 -0.5 0.8 0.0 0.092
H 0.483 1.613 -2.925 0.1 0.0 0.1 0.526
H 2.240 2.308 -0.990 -0.1 0.0 -0.1 0.499
Cl -4.141 2.403 3.168 0.7 0.2 -0.8 -0.210
C 4.771 -1.720 0.417 0.3 -0.1 0.1 -1.290
C 5.055 1.333 0.669 0.3 0.0 0.2 -1.096
C 0.937 -3.256 -3.790 -0.2 -0.2 -0.2 -0.875
C -0.304 -0.819 -5.194 -0.1 -0.2 -0.4 -1.024
H 5.486 1.457 -0.336 -0.1 0.0 0.2 0.364
H 5.880 1.101 1.360 -0.2 0.2 -0.1 0.350
H 4.597 2.284 0.971 0.2 -0.2 -0.1 0.271
H 4.309 -2.511 1.023 0.1 0.2 -0.2 0.232
H 5.808 -1.607 0.766 -0.2 -0.1 -0.1 0.443
H 4.786 -2.037 -0.633 0.0 0.0 0.3 0.392
H 0.645 -0.501 -5.648 -0.2 0.0 0.2 0.368
H -0.962 0.059 -5.143 0.2 -0.2 0.0 0.270
H -0.753 -1.546 -5.887 0.0 0.2 0.1 0.326
H 1.911 -3.070 -4.263 -0.2 -0.2 0.2 0.280
H 0.344 -3.899 -4.456 0.1 0.0 0.1 0.412
H 1.084 -3.771 -2.831 0.0 0.2 -0.4 0.018
C 2.932 -0.277 2.275 0.1 0.0 0.8 -1.027
C -1.573 -2.063 -2.646 -0.7 -0.4 -0.1 -1.052
P 1.356 0.625 2.389 0.9 0.2 -0.4 0.447
H 3.606 0.041 3.090 -0.2 -0.2 -0.2 0.790
H 2.719 -1.351 2.434 0.1 0.4 -0.2 0.453
P -2.207 -0.777 -1.520 0.3 -0.2 -1.2 0.369
H -1.401 -2.981 -2.055 0.0 0.3 -0.1 0.431
H -2.338 -2.327 -3.399 0.2 0.0 0.3 0.759
C -3.918 -1.178 -0.903 0.0 0.1 -0.1 0.903
C -2.529 0.653 -2.666 0.1 -0.2 0.1 1.424
C 1.887 2.401 2.202 0.0 -0.3 0.0 1.435
C 0.664 0.596 4.116 0.0 0.1 0.0 0.854
C -0.685 -0.144 4.193 0.0 0.1 0.2 -1.435
H 0.479 1.658 4.351 0.0 -0.3 0.0 0.219
C 1.658 0.025 5.125 -0.1 -0.1 0.3 -1.643
H 1.933 -1.002 4.865 0.0 0.1 0.0 0.318
H 1.177 -0.016 6.110 0.2 0.1 -0.1 0.470
H 2.581 0.615 5.196 -0.3 -0.1 0.0 0.302
H -1.431 0.222 3.466 0.3 -0.1 0.2 0.160
H -1.117 0.025 5.191 0.1 -0.2 -0.2 0.549
H -0.555 -1.229 4.060 -0.1 0.3 -0.1 0.250
H 2.446 2.423 1.252 -0.2 -0.1 0.3 -0.711
C 2.813 2.813 3.352 0.1 0.3 0.0 -1.652
C 0.684 3.341 2.066 0.2 0.2 0.0 -1.473
H 3.694 2.164 3.454 -0.3 0.2 -0.1 0.318
H 2.281 2.821 4.313 0.1 0.0 -0.2 0.361
H 3.175 3.834 3.172 0.0 -0.2 0.1 0.448
H 0.066 3.092 1.192 0.1 -0.1 0.2 0.144
H 1.053 4.363 1.908 -0.1 -0.1 0.1 0.530
H 0.061 3.353 2.973 0.1 0.0 -0.2 0.275
H -1.566 0.837 -3.170 -0.3 -0.1 0.2 -0.664
C -2.913 1.918 -1.889 0.0 0.1 -0.2 -1.492
C -3.587 0.267 -3.708 -0.1 0.2 -0.1 -1.527
H -3.321 -0.631 -4.281 0.0 0.3 0.2 0.319
H -3.706 1.093 -4.421 0.0 -0.2 0.1 0.434
H -4.567 0.100 -3.241 0.2 0.0 -0.1 0.346
H -2.121 2.229 -1.194 -0.2 -0.2 -0.1 0.170
H -3.863 1.799 -1.345 0.3 0.0 -0.1 0.261
H -3.045 2.745 -2.600 -0.1 -0.1 0.2 0.551
C -4.012 -1.205 0.632 -0.3 -0.2 0.0 -1.380
C -4.446 -2.484 -1.496 -0.3 -0.1 0.1 -1.525
H -4.541 -0.338 -1.258 0.2 -0.3 0.1 0.280
H -3.855 -3.339 -1.147 0.0 0.2 -0.1 0.250
H -4.444 -2.483 -2.594 -0.1 0.0 0.3 0.317
H -5.472 -2.647 -1.140 0.1 0.0 -0.2 0.461
H -3.578 -2.126 1.048 -0.2 0.4 -0.2 0.070
H -5.077 -1.194 0.906 0.3 0.0 0.0 0.605
H -3.540 -0.337 1.123 -0.2 -0.2 -0.2 0.177
C -3.217 3.224 1.836 -0.7 1.6 0.0 -0.364
H -2.424 2.611 1.398 -0.3 0.0 0.4 -0.082
H -3.932 3.581 1.074 0.2 -0.8 0.2 0.336
H -2.844 4.206 2.208 0.2 -1.1 0.2 0.366
O 1.405 -8.992 0.859 -1.7 1.6 0.3 -0.596
N 0.417 -8.269 1.103 -0.6 -1.6 0.6 0.935
O -0.673 -8.709 1.517 1.7 0.7 -0.7 -0.603
C 0.513 -6.824 0.918 -0.6 1.0 0.3 -0.947
C 1.734 -6.304 0.464 0.4 0.8 -1.1 -0.300
C 1.836 -4.973 0.119 -0.1 -0.5 0.5 -0.448
C 0.844 -3.969 0.448 -0.3 1.5 -0.1 0.667
O 0.992 -2.727 0.263 -0.2 -1.6 0.4 -0.108
C -0.371 -4.562 1.008 0.5 0.1 -0.7 -0.844
C -0.567 -5.941 1.167 0.9 -0.8 0.0 -0.354
N -1.479 -3.712 1.263 -1.2 0.4 1.7 0.695
O -2.593 -4.234 1.340 1.2 1.0 -0.3 -0.607
O -1.335 -2.463 1.615 0.0 -2.3 -0.8 -0.335
N 3.069 -4.556 -0.553 1.6 0.9 -0.7 0.895
O 4.142 -4.803 0.023 -1.7 0.2 -1.0 -0.538
O 2.977 -3.972 -1.653 0.2 -1.5 2.3 -0.506
H 2.599 -6.929 0.221 -0.5 0.0 0.3 0.566
H -1.537 -6.283 1.531 0.5 -0.1 -0.2 0.604
```
Forces are in eV/Å.

Among the records above, which one has the highest spin multiplicity?
C30H52BrN3P2SV